# 1
The following is a quantum chemistry calculation of C23H37CaCl5FI2LiN2NaO3PS as an isolated structure at a distorted geometry, from the Open Molecules 2025 dataset.

The geometry in XYZ format:
```
78
Properties=species:S:1:pos:R:3:forces:R:3
C 1.8700 -4.3120 -2.4409 1.726 0.639 -1.116
C 1.2833 -3.8574 -3.9408 -1.931 -2.198 1.161
I 2.8712 -3.3454 -5.3743 -0.743 -0.237 0.798
C 0.0408 -2.7970 -3.8663 -0.079 -2.371 1.172
I -1.3225 -3.4180 -5.5252 0.571 0.555 0.816
P 0.4574 -0.9610 -4.0432 -1.119 -0.330 -0.736
Cl 1.0076 1.0979 -4.4418 0.256 0.423 -1.722
C -1.2980 -0.3495 -3.6087 -1.364 1.602 0.684
C -1.7832 -0.6142 -2.0709 -2.048 -0.029 -0.917
C -3.4187 -0.9614 -2.1261 0.986 -0.567 1.978
C -3.8710 -1.1588 -0.5283 -0.414 0.762 0.090
C -4.1343 0.2851 0.2181 -0.489 0.235 0.875
C -4.3747 0.1410 1.8607 0.317 0.531 -0.228
C -4.5538 1.6539 2.5396 -1.161 -0.574 -1.479
S -2.8884 2.5456 2.7506 0.262 1.259 -1.880
C -2.6899 3.6154 1.1996 -3.586 2.328 -5.738
N -3.7821 3.8786 0.1562 3.242 -0.440 2.786
N -3.4083 4.7090 -0.9239 7.538 -1.160 5.405
C -1.9573 4.9943 -0.5914 -4.358 -1.052 -0.854
O -1.5198 4.3452 0.6786 -2.629 -0.547 -1.207
C 1.7710 -0.9415 -2.6705 3.331 1.086 0.206
O 1.2951 -1.3427 -1.3279 1.159 1.553 2.836
C 1.9765 -0.5950 -0.2578 2.053 3.420 1.607
C 3.5968 -0.4240 -0.0637 -3.000 0.829 1.782
C 4.1647 0.4297 1.2571 -3.906 0.817 0.869
C 3.1800 1.1334 2.3670 -2.887 -1.992 -2.703
C 1.5520 0.9739 2.1816 2.694 -1.983 -2.871
C 1.0039 0.1204 0.8896 1.658 0.574 0.709
H 1.1307 -4.0458 -1.5702 1.221 -0.631 -1.687
H 2.1844 -5.4533 -2.4698 -0.950 2.431 0.176
H 2.8965 -3.7117 -2.3355 -2.227 -1.282 0.260
H 0.8111 -4.8702 -4.3659 1.208 2.429 0.779
H -0.5733 -3.0684 -2.8854 1.302 0.535 -2.008
H 0.7119 -1.1848 -5.4734 -0.062 0.165 1.347
H -1.2807 0.8365 -3.7503 -0.026 -2.822 0.069
H -2.1523 -0.7274 -4.3266 2.087 0.355 1.266
H -1.7097 0.4023 -1.4783 0.252 -2.266 -0.659
H -1.2949 -1.5270 -1.5301 -0.630 2.035 -0.956
H -4.0512 -0.1074 -2.6161 1.272 -1.770 0.806
H -3.5355 -2.0102 -2.6441 0.097 2.263 0.719
H -3.0281 -1.7337 0.0883 -1.760 1.027 -1.428
H -4.8808 -1.7582 -0.4655 2.088 1.062 -0.085
H -3.2318 1.0548 0.0947 -1.741 -1.666 0.068
H -5.1072 0.8167 -0.2012 2.263 -1.310 0.764
H -3.4321 -0.3774 2.3599 -2.061 0.940 -0.925
H -5.3590 -0.4739 2.0986 2.126 1.282 -0.494
H -5.0347 1.6126 3.6097 1.178 0.284 -2.056
H -5.1841 2.3549 1.8099 1.250 -1.535 1.769
H -1.2795 5.6555 -1.2939 -1.034 -1.415 2.174
H 2.1628 0.1795 -2.5425 -1.059 -2.590 -0.436
H 2.7384 -1.5810 -2.8784 -2.187 0.927 -0.166
H 4.3544 -0.9055 -0.8487 -1.495 1.337 2.191
H 5.3380 0.5402 1.4394 -1.434 -0.955 -1.417
H 3.5604 1.7417 3.3181 -0.661 -1.523 -2.438
H 0.7490 1.4300 2.9298 1.754 -1.252 -1.400
H -0.1651 0.0081 0.7499 2.424 0.327 0.106
C 4.7865 -1.0861 6.2953 0.052 -0.353 0.194
C 5.9308 -0.6254 5.4066 -0.464 0.454 0.194
C 6.2157 0.8564 5.5935 0.440 0.081 -0.015
O 5.5993 -0.8742 4.0429 -0.249 -0.218 -0.386
H 3.8617 -0.5508 6.0524 0.069 0.176 0.031
H 4.5845 -2.1514 6.1412 0.126 0.099 0.076
H 5.0173 -0.9226 7.3526 -0.111 -0.032 -0.126
H 6.8315 -1.2052 5.6360 -0.162 0.029 -0.262
H 5.3416 1.4604 5.3257 -0.103 -0.069 0.120
H 7.0333 1.1766 4.9387 -0.087 -0.110 0.148
H 6.4894 1.0782 6.6297 -0.065 0.035 -0.146
H 4.8006 -0.3633 3.8303 0.450 -0.126 0.213
Li 0.1410 3.1210 1.4567 0.351 0.060 -0.475
Cl 1.6410 1.9731 -1.8216 -1.004 1.700 2.121
Na -1.0590 2.5860 -1.8687 0.650 -0.150 -0.596
C -7.0547 2.1246 -2.8620 -0.474 0.020 -0.156
Cl -8.7133 2.0593 -2.2423 0.400 0.038 -0.134
Cl -5.9310 2.6136 -1.5823 -0.131 0.248 -0.263
Cl -6.5817 0.5573 -3.5398 -0.028 0.158 0.026
H -7.0142 2.8709 -3.6595 0.019 -0.248 0.277
F 6.0867 -0.3776 0.4646 0.477 -0.310 -0.080
Ca 1.5867 -2.2633 1.2906 0.568 -0.998 0.577
```
Forces are in eV/Å.

Results
Charge: +2
Maximum force (eV/Å): 9.3
DFT total energy (a.u.): -5815.7492
2S+1: 1

=====

# 2
The following is a quantum chemistry calculation of C23H37GeN3O4PdSe as an isolated structure, from the Open Molecules 2025 dataset.

The geometry in XYZ format:
```
70
Properties=species:S:1:pos:R:3:forces:R:3
Pd -0.0662 0.9601 -0.2881 -0.114 -0.004 0.028
O 3.9607 -1.2330 -0.7847 -0.009 0.003 -0.006
C 4.5402 -0.5810 0.2130 -0.002 -0.012 0.042
C 5.8800 -0.8742 0.4674 -0.006 0.006 -0.009
C 6.5330 -0.2477 1.5002 0.004 0.005 0.005
C 5.8890 0.6951 2.3282 0.005 0.001 -0.002
C 4.5844 1.0023 2.1010 -0.001 0.002 -0.002
C 3.8686 0.3805 1.0330 -0.004 -0.011 -0.002
C 2.5263 0.7060 0.7746 0.027 -0.014 -0.052
O 1.8444 0.2143 -0.1651 0.006 0.017 0.013
N 1.9099 1.6502 1.6634 -0.054 0.021 0.017
N 0.7141 1.8752 1.3964 0.069 -0.067 0.025
C 0.1207 2.8315 2.2598 -0.064 0.030 0.025
C -1.0450 2.6641 2.9050 0.010 -0.017 -0.065
C -1.5785 3.7393 3.7237 0.001 -0.008 0.009
C -2.7634 3.5935 4.3294 -0.007 0.004 0.007
C -3.5288 2.3632 4.1970 -0.003 0.015 0.001
C -3.0936 1.3168 3.4749 -0.005 0.015 -0.049
C -1.8009 1.3691 2.8144 0.089 -0.026 0.107
O -1.3159 0.4102 2.2203 0.007 0.063 -0.048
H 3.0178 -1.0028 -0.8880 -0.013 0.025 -0.009
H 6.3755 -1.6008 -0.1610 -0.001 -0.001 -0.001
H 7.5720 -0.4886 1.6850 0.000 -0.001 0.000
H 6.4322 1.1656 3.1344 -0.001 0.000 0.001
H 4.0711 1.7205 2.7219 0.000 -0.002 0.000
H 0.7247 3.7214 2.3953 0.002 0.002 -0.007
H -1.0051 4.6523 3.8194 0.000 0.001 -0.003
H -3.1719 4.3930 4.9316 -0.002 0.000 -0.002
H -4.4766 2.2979 4.7164 0.003 -0.004 0.008
H -3.6463 0.3895 3.4076 -0.004 -0.002 0.003
N -0.4603 -0.0661 -2.0063 0.008 0.013 0.000
H -0.3712 0.5273 -2.8274 -0.007 -0.006 0.000
H -1.3788 -0.4972 -2.0398 -0.019 0.003 0.001
H 0.2401 -0.8310 -2.0804 0.005 -0.004 -0.003
C 0.2002 -2.9407 -0.1480 -0.033 -0.002 0.004
C 1.3161 -3.2437 -1.1200 0.005 -0.004 0.009
O 1.4568 -2.1471 -2.0330 0.012 -0.010 0.011
C 2.2798 -2.4736 -3.1642 0.015 -0.008 -0.010
C 2.3974 -1.2550 -4.0467 -0.003 -0.002 -0.003
H 0.1468 -3.7174 0.6140 -0.004 -0.003 -0.008
H -0.7654 -2.9145 -0.6577 0.002 0.012 0.003
H 0.3608 -1.9877 0.3614 0.028 -0.007 0.017
H 1.0992 -4.1554 -1.6830 -0.003 0.010 -0.016
H 2.2680 -3.3914 -0.6007 0.004 -0.015 0.000
H 1.8246 -3.3101 -3.7013 0.001 0.001 -0.001
H 3.2614 -2.7934 -2.8038 -0.006 -0.001 -0.004
H 1.4238 -0.9612 -4.4445 0.001 0.001 0.000
H 3.0435 -1.4718 -4.8962 0.001 0.001 0.001
H 2.8340 -0.4158 -3.5018 0.000 0.002 -0.001
C -5.4773 3.5552 -1.2154 0.008 -0.018 -0.006
Ge -3.9210 4.0772 -2.2668 -0.016 0.003 0.013
C -3.0424 5.6313 -1.4933 0.009 -0.004 -0.001
C -4.3181 4.2586 -4.1573 0.004 0.003 -0.001
C -2.5444 2.6048 -2.1566 -0.007 0.021 -0.014
Se -2.2074 2.0515 -0.3310 0.074 -0.011 -0.019
C -3.4811 0.5953 -0.2135 0.004 -0.064 0.026
H -6.2263 4.3441 -1.2895 -0.004 -0.004 -0.005
H -5.2369 3.4399 -0.1570 0.019 -0.015 0.004
H -5.9302 2.6359 -1.5876 0.004 -0.003 0.005
H -3.7268 6.4793 -1.4822 0.000 -0.001 -0.002
H -2.1655 5.9147 -2.0755 0.002 0.004 0.001
H -2.7352 5.4385 -0.4640 -0.003 0.000 0.000
H -5.0223 5.0767 -4.3075 0.000 -0.001 0.003
H -4.7686 3.3478 -4.5506 0.000 0.000 -0.002
H -3.4164 4.4804 -4.7274 0.001 0.000 -0.002
H -1.6008 3.0004 -2.5346 0.002 0.007 -0.003
H -2.8236 1.7250 -2.7372 0.000 0.000 0.009
H -4.4690 1.0407 -0.1437 -0.047 0.012 0.000
H -3.2440 0.0269 0.6824 -0.008 0.022 -0.022
H -3.4241 -0.0372 -1.0959 0.018 0.022 -0.023
```
Forces are in eV/Å.

Results
Charge: +2
Maximum force (eV/Å): 0.1
DFT total energy (a.u.): -5969.5006
Relative energy (zero: lowest compared OMol25 entry of this formula, charge and spin) (eV): 0.000
2S+1: 1

=====

# 3
The following is a quantum chemistry calculation of C23H37O2Pr as an isolated structure at a distorted geometry, from the Open Molecules 2025 dataset.

The geometry in XYZ format:
```
63
Properties=species:S:1:pos:R:3:forces:R:3
O 0.9849 -0.5178 -4.4963 1.196 0.663 -4.256
C 1.4996 0.5743 -5.4817 -0.280 0.299 0.882
C 1.4560 -0.3441 -6.6929 -0.034 0.289 0.359
H 2.5264 0.8335 -5.1854 -0.502 0.057 0.035
H 0.8185 1.4414 -5.4639 0.409 -0.363 0.085
C 1.0797 -1.4576 -5.7214 -0.308 -1.087 -0.060
H 2.4436 -0.4259 -7.1732 -0.549 -0.209 0.087
H 0.6624 -0.1552 -7.4258 0.326 0.191 0.223
C 2.1927 -2.4773 -5.5247 -0.361 -0.008 0.355
H 3.1439 -1.9530 -5.3724 -0.137 -0.225 0.042
H 2.2763 -3.1095 -6.4241 -0.073 0.280 0.285
H 1.9708 -3.1221 -4.6573 0.241 0.238 -0.378
C -0.2979 -2.0663 -5.9685 -0.010 0.052 0.265
H -1.0721 -1.2824 -5.9676 0.285 -0.211 -0.009
H -0.5417 -2.7919 -5.1774 0.044 0.160 -0.245
H -0.3388 -2.5764 -6.9456 0.179 0.159 0.384
Pr 0.5313 -0.5767 -2.3124 -1.235 0.931 5.928
C -1.6363 -1.1863 0.2751 -0.228 0.496 -0.395
C -1.7055 0.2116 0.4177 -0.048 -0.256 -0.677
C -1.9321 0.7911 -0.8583 -0.354 -0.534 -0.109
H -1.6064 0.7576 1.3504 0.127 -0.084 -0.241
C -2.1198 -0.2776 -1.7989 0.406 0.151 0.433
C -1.8668 -1.5064 -1.0922 -0.328 0.279 -0.200
H -1.9320 -2.5109 -1.5133 -0.205 0.370 0.133
H -1.4416 -1.8851 1.0906 -0.042 0.186 -0.397
H -2.0091 1.8624 -1.0490 -0.077 -0.351 -0.020
H -2.4657 -0.1892 -2.8323 0.009 -0.008 0.246
C 1.3595 -2.3568 0.1689 0.019 0.002 -0.606
C 0.5759 -3.0904 -0.7432 0.708 -0.099 -0.161
C 1.1908 -3.0236 -2.0279 0.309 -0.441 0.267
H -0.2870 -3.6958 -0.4769 0.102 0.378 -0.209
C 2.3961 -2.2512 -1.8916 0.268 -0.455 0.646
C 2.4635 -1.8193 -0.5319 0.051 -0.489 -0.519
H 3.2767 -1.2619 -0.0754 -0.276 -0.005 -0.270
H 1.1508 -2.2247 1.2311 0.038 0.084 -0.445
H 0.8583 -3.5460 -2.9152 0.065 -0.209 0.073
H 3.1690 -2.1252 -2.6440 -0.096 0.030 0.094
O -0.3712 3.8176 -5.1884 -0.666 0.385 0.380
C -1.4762 2.9786 -4.7738 0.529 -0.055 0.158
C -2.3751 3.7799 -3.8069 0.104 0.146 -0.223
H -1.0292 2.1137 -4.2354 -0.343 0.166 -0.322
H -2.0104 2.6164 -5.6884 0.415 0.290 0.753
C -1.6248 5.1349 -3.5732 0.039 -0.942 -0.379
H -2.5521 3.2733 -2.8506 0.189 -0.082 -0.345
H -3.3635 3.9152 -4.2676 0.314 0.211 0.168
C -0.3714 5.0804 -4.4651 0.419 -0.026 -0.282
H -1.3010 5.2114 -2.5280 -0.493 0.332 -0.260
H -2.2940 5.9242 -3.9184 0.285 0.237 0.544
H 0.5899 5.1685 -3.9040 -0.753 -0.251 -0.186
H -0.3690 5.9257 -5.1802 -0.036 -0.579 0.054
C 2.6308 0.6951 2.1641 -0.185 0.020 0.082
C 1.2744 1.0753 1.5474 -0.152 -0.449 0.112
C 0.8020 2.4023 2.1656 0.026 -0.101 0.055
C 1.3167 1.1315 0.0431 0.029 -0.788 -2.031
H 3.3865 1.4596 1.9338 -0.139 -0.138 -0.033
H 2.9878 -0.2690 1.7894 -0.030 0.118 0.047
H 2.5566 0.6223 3.2594 0.013 -0.005 -0.212
H 0.5461 0.2832 1.8096 0.193 0.254 0.361
H 1.5678 3.1775 2.0337 -0.080 -0.108 -0.069
H -0.1151 2.7598 1.6893 0.026 -0.057 0.016
H 0.6114 2.3051 3.2424 0.013 -0.027 -0.083
H 0.6295 1.8614 -0.3899 0.433 0.409 0.008
H 2.3217 1.0993 -0.3823 0.208 0.779 0.063
```
Forces are in eV/Å.

Results
Charge: 0
Maximum force (eV/Å): 6.1
⟨S²⟩: 2.021
DFT total energy (a.u.): -1565.8602
Relative energy (zero: lowest compared OMol25 entry of this formula, charge and spin) (eV): 2.422
2S+1: 3

=====

Which of these has the lowest charge? C23H37O2Pr

=====

Look up the DFT total energy of the second one. -5969.5006 a.u.

=====

Which value of maximum force does entry 1 give? 9.3 eV/Å